Formula: C31H25AsBr3F4HfN2PS
Source: the OMol25 dataset
Level of theory: wB97M-V/def2-TZVPD

Computed properties:
Energy relative to the best compared isomer or geometry (same formula, charge and spin): 0.0000 eV
Highest occupied orbital energy: -19.248 eV
HOMO-LUMO gap: 6.5289 eV
M: 1057.7 Da
Max |F|: 1.09 eV/A
Total energy: -338762.169 eV

Geometry as ORCA input:
```
! wB97M-V def2-TZVPD RIJCOSX def2/J DEFGRID3
* xyz 4 1
Hf 0.192 -0.365 1.123
Br 6.791 0.110 2.431
Br -1.125 -2.813 1.060
Br 1.243 -1.266 7.772
As -2.588 3.070 1.324
S -1.833 0.980 1.337
P -0.163 -0.801 -1.527
F -1.306 -1.802 -4.107
F -2.765 -4.947 0.039
F -2.809 -3.958 -4.532
F -3.551 -5.537 -2.469
N 0.457 -0.862 3.259
N 2.294 0.035 1.518
C 0.019 1.745 -2.579
C 0.926 -1.107 5.984
C 3.122 -1.351 -3.899
C 1.706 -0.652 3.771
C -2.819 -4.480 -2.258
C 4.537 0.483 0.810
C 4.091 -0.293 3.057
C 3.192 0.423 0.569
C -1.830 2.947 -3.540
C -0.540 -1.207 4.118
C 1.910 -0.847 -3.444
C -4.389 2.886 0.765
C -2.679 1.878 -3.257
C -1.250 -2.192 -1.788
C -2.414 -4.165 -0.961
C -1.581 4.101 0.101
C 2.169 -2.159 -1.425
C -0.347 -1.347 5.465
C -0.486 2.886 -3.192
C -1.650 -3.039 -0.766
C 5.007 0.100 2.067
C -2.481 3.758 3.087
C 3.848 -2.251 -3.126
C 3.371 -2.667 -1.886
C -2.438 -3.667 -3.313
C -1.656 -2.544 -3.068
C 1.437 -1.243 -2.193
C 1.961 -0.743 5.114
C 2.755 -0.288 2.773
C -0.829 0.666 -2.317
C -2.184 0.740 -2.638
H 1.078 1.696 -2.349
H -3.718 1.920 -3.556
H -0.570 4.227 0.480
H -4.817 3.890 0.784
H 3.492 -1.058 -4.873
H -2.084 5.069 0.045
H -4.405 2.482 -0.245
H -1.522 -1.365 3.689
H -2.848 -0.096 -2.450
H 0.175 3.710 -3.428
H -1.171 -1.633 6.105
H -1.591 3.607 -0.869
H -4.917 2.239 1.462
H 5.215 0.806 0.032
H -3.008 3.093 3.767
H 3.921 -3.395 -1.304
H 1.774 -2.539 -0.480
H 4.453 -0.594 4.029
H -2.215 3.819 -4.054
H 2.945 -0.542 5.511
H 4.782 -2.651 -3.499
H -2.976 4.732 3.057
H 1.334 -0.182 -4.075
H 2.798 0.674 -0.408
H -1.438 3.877 3.370
*
```

***

Formula: C12H28BrSn
Source: the OMol25 dataset
Level of theory: wB97M-V/def2-TZVPD

Computed properties:
Highest occupied orbital energy: -3.759 eV
HOMO-LUMO gap: 6.5625 eV
M: 371.0 Da
Max |F|: 0.99 eV/A
Total energy: -88773.147 eV

Geometry as ORCA input:
```
! wB97M-V def2-TZVPD RIJCOSX def2/J DEFGRID3
* xyz -1 1
Sn -0.199 -0.270 0.025
Br -3.051 -1.969 3.217
C -0.221 0.344 -2.071
C 1.800 0.401 0.642
C -1.566 1.112 0.945
C -2.663 1.467 4.642
C -1.396 -0.168 -2.919
C -2.735 1.605 3.123
C 4.291 -0.060 0.575
C 5.423 -0.746 -0.167
C -2.262 -1.985 -4.440
C 2.941 -0.269 -0.121
C -1.018 -1.338 -3.832
C -1.531 0.933 2.453
H -2.820 0.422 4.936
H 6.363 -0.562 0.348
H 0.741 -0.016 -2.456
H 4.237 -0.430 1.608
H 3.001 0.147 -1.138
H 4.488 1.015 0.636
H -0.430 -2.096 -3.289
H -2.892 -2.428 -3.662
H -1.703 1.817 5.044
H -2.869 -1.267 -4.999
H -1.286 2.129 0.656
H -3.672 1.165 2.751
H -0.377 -0.957 -4.641
H -0.219 1.447 -2.049
H -2.255 -0.436 -2.289
H -0.603 1.335 2.882
H 5.279 -1.826 -0.224
H -2.545 0.849 0.545
H -2.753 2.668 2.850
H -1.735 0.666 -3.550
H -0.747 -1.817 0.541
H 1.823 1.485 0.480
H -1.961 -2.777 -5.127
H -3.463 2.064 5.087
H 1.865 0.210 1.715
H 2.750 -1.346 -0.253
H 5.525 -0.372 -1.186
H -1.555 -0.147 2.714
*
```